{
  "formula": "C11H19CdN3O6P",
  "method": "the ωB97M-V functional and the def2-TZVPD basis",
  "gap_ev": [5.7154, 5.7192],
  "relative_energy_kj_mol": 0.00,
  "charge": 1,
  "energy_ev": -42312.9793,
  "lumo_energy_ev": [-3.751, -3.751],
  "elements": ["H", "H", "H", "C", "H", "C", "O", "O", "O", "H", "H", "H", "H", "C", "H", "C", "H", "O", "H", "O", "C", "N", "N", "C", "H", "P", "H", "N", "H", "C", "C", "O", "H", "C", "H", "Cd", "H", "H", "C", "H", "C"],
  "coordinates": [[-1.636, -1.912, 2.616], [2.200, 1.140, 2.153], [-0.626, -2.789, 0.120], [0.518, -1.911, -2.616], [2.089, -2.404, 2.496], [2.659, 0.284, -2.798], [0.595, 0.293, -0.188], [3.779, 0.314, -2.929], [-2.812, 0.269, -2.919], [-3.217, -1.790, 1.832], [0.183, 1.545, 3.346], [-0.282, 2.905, -0.059], [-1.750, 3.333, 0.821], [-1.505, -2.192, -0.123], [-2.469, -0.323, 2.527], [0.489, 0.244, -4.843], [-2.390, -2.861, 0.051], [0.471, 3.602, -2.606], [0.804, 2.733, 2.151], [0.524, -3.056, -2.675], [-1.179, 2.472, 0.414], [-1.559, -0.995, 0.753], [-0.821, 1.542, 1.502], [-1.670, 0.258, -2.801], [0.586, 1.371, -5.110], [-0.245, 0.018, 1.044], [-1.501, -1.956, -1.203], [0.991, -0.651, 2.009], [2.762, -0.067, 0.946], [-2.258, -1.264, 1.991], [2.288, 0.067, 1.938], [0.397, -0.793, -5.405], [2.994, -0.362, 2.686], [-0.097, 2.228, 2.531], [-1.799, 2.008, -0.369], [0.476, 0.270, -2.395], [1.604, -2.292, 0.798], [0.388, -2.705, 2.067], [0.482, 2.470, -2.552], [-0.724, 3.028, 2.973], [1.260, -2.072, 1.827]],
  "atomic_forces_ev_per_a": [[-0.3, 0.0, 0.3], [-0.1, -0.5, -0.2], [0.0, -0.2, -0.3], [0.1, -5.6, 0.1], [-0.7, 0.4, -0.3], [3.2, 0.1, 0.7], [-0.8, -0.3, -1.5], [-1.0, -0.1, -0.4], [3.0, 0.0, -0.3], [0.4, 0.4, -0.2], [-0.1, 0.2, -0.3], [-0.1, -0.2, 0.2], [0.2, -0.7, 0.0], [-0.1, -0.3, 0.0], [0.1, -0.4, -0.2], [0.0, 1.8, 3.7], [0.7, 1.0, 0.0], [0.0, -1.9, -0.2], [-0.1, -0.1, 0.0], [0.1, 3.4, -0.1], [-0.2, 0.2, -0.2], [0.6, 0.5, -0.2], [-0.3, -1.3, 0.0], [-5.3, 0.0, 0.6], [0.0, -1.2, -1.9], [1.7, 0.5, -1.8], [0.0, 0.2, 0.7], [-0.7, 0.6, 1.0], [-0.3, 0.1, 0.3], [-0.8, -0.2, 1.2], [0.5, 0.0, 0.2], [0.0, -0.4, -2.0], [-0.7, 0.2, -0.3], [0.2, 0.9, 1.4], [0.2, 0.0, 0.4], [0.1, 0.0, -0.7], [-0.2, 0.0, 0.2], [0.3, 0.4, -0.1], [0.0, 3.9, 0.3], [0.2, -0.5, -0.2], [0.0, -1.0, 0.2]]
}

{
  "formula": "C11H19ClILuN3O3P",
  "method": "the ωB97M-V functional and the def2-TZVPD basis",
  "gap_ev": 7.5436,
  "relative_energy_kj_mol": 48.57,
  "charge": 2,
  "energy_ev": -85850.5040,
  "lumo_energy_ev": -7.509,
  "elements": ["H", "P", "C", "C", "O", "C", "H", "H", "H", "H", "Lu", "H", "C", "H", "N", "H", "H", "C", "H", "H", "C", "N", "H", "H", "O", "C", "H", "C", "H", "C", "H", "I", "O", "N", "H", "C", "Cl", "C", "H", "H"],
  "coordinates": [[-1.497, -0.785, -4.134], [-0.401, 0.556, -2.438], [-2.848, -2.392, 3.037], [-0.923, 1.510, 0.203], [5.187, 2.571, -0.950], [5.403, 1.436, -1.139], [-3.811, -2.690, 3.460], [1.359, 1.794, -3.515], [6.129, 0.054, -2.542], [0.489, 0.709, -4.672], [0.493, -0.593, -0.036], [-1.231, 2.819, -2.628], [-1.283, -0.931, -3.063], [-4.734, -2.393, 0.978], [-2.933, -1.711, 1.846], [-1.797, 1.772, -3.980], [-1.512, -3.204, 4.512], [-4.255, -1.446, 1.249], [-2.561, 1.654, -2.354], [-4.883, -0.932, 1.986], [0.920, 0.796, -3.662], [-0.582, -1.425, 1.826], [6.569, -0.270, -0.827], [-0.653, -1.819, -2.907], [-1.859, -0.612, 0.141], [-0.475, -2.261, 2.886], [0.890, -3.293, 3.949], [-1.817, -1.249, 1.270], [1.521, -2.552, 2.516], [-1.616, 1.823, -2.893], [7.410, 1.081, -1.730], [3.124, 0.051, -0.377], [-1.721, 2.305, 0.456], [0.769, -2.647, 3.189], [-2.220, -1.065, -2.503], [-1.629, -2.660, 3.575], [0.821, -2.860, -0.812], [6.447, 0.528, -1.588], [-4.127, -0.828, 0.361], [1.703, 0.039, -3.503]],
  "atomic_forces_ev_per_a": [[0.0, -0.2, 0.3], [-0.3, -1.0, -1.1], [0.4, 0.2, -0.2], [-2.0, 3.4, 2.0], [0.2, -4.6, -0.6], [0.1, 5.6, 0.6], [0.5, 0.0, 0.0], [-0.1, -0.3, -0.2], [0.1, 0.2, 0.5], [0.3, 0.1, 0.3], [-1.6, -0.2, -0.6], [-0.2, -0.2, -0.2], [0.2, -0.1, 0.0], [0.2, 0.2, 0.0], [-0.6, -0.3, 0.6], [0.1, 0.0, 0.5], [-0.3, 0.1, -0.3], [-0.4, -0.1, 0.0], [0.3, 0.1, -0.2], [0.2, 0.0, -0.2], [0.2, 0.1, 0.0], [-1.0, -0.4, 0.1], [-0.1, 0.4, -0.5], [-0.3, 0.2, -0.2], [0.3, -1.5, 1.7], [1.3, 0.7, -1.2], [0.2, -0.1, 0.1], [0.6, 1.2, -1.8], [-0.2, 0.0, 0.2], [-0.1, 0.5, 0.3], [-1.0, -0.1, 0.2], [1.7, 0.5, -0.1], [2.4, -2.5, -1.2], [-0.8, -0.1, 0.3], [0.3, 0.1, -0.2], [-0.7, -0.6, 1.0], [-0.1, 0.2, 0.1], [0.2, -1.5, -0.1], [0.0, -0.1, 0.2], [-0.3, 0.2, -0.2]]
}

{
  "formula": "C11H19F2IN2O11S2",
  "method": "the ωB97M-V functional and the def2-TZVPD basis",
  "gap_ev": 9.9312,
  "energy_ev": -72420.8733,
  "lumo_energy_ev": 0.114,
  "elements": ["I", "C", "H", "H", "O", "O", "C", "O", "H", "O", "O", "H", "S", "F", "C", "H", "C", "H", "H", "O", "H", "H", "O", "H", "H", "C", "N", "C", "O", "C", "O", "S", "H", "C", "H", "H", "H", "H", "O", "F", "H", "C", "C", "H", "O", "N", "C", "H"],
  "coordinates": [[1.372, 0.229, 3.632], [4.621, -2.048, -2.979], [-4.020, 5.826, -1.235], [-3.939, 3.383, -0.640], [-1.188, 0.866, -0.919], [-5.254, -0.938, 1.607], [3.291, -5.994, -0.760], [1.643, -2.137, 1.959], [4.291, -1.022, -2.830], [-3.622, -2.957, 0.147], [-3.002, 5.602, 0.513], [5.231, -5.187, -0.229], [4.168, -2.966, -1.542], [-2.870, -2.982, 2.196], [-1.399, -0.169, -0.417], [5.239, -6.290, -1.597], [4.675, -5.488, -1.120], [-1.150, 5.940, 3.446], [0.640, 0.704, 0.712], [-0.582, 6.095, 0.574], [1.593, -0.466, -0.213], [3.360, -6.880, -0.128], [2.739, -2.946, -1.427], [2.722, -5.239, -0.217], [-2.888, 5.644, 3.181], [-3.097, 5.353, -0.900], [-0.409, -1.052, -0.024], [-3.148, 3.871, -1.213], [-1.451, 3.927, 1.462], [0.776, -0.383, 0.539], [-2.773, -0.518, -0.272], [-1.598, 5.334, 1.236], [-2.138, 7.170, 2.609], [1.289, -1.037, 1.851], [5.702, -2.084, -3.096], [-0.754, -1.812, 0.557], [-2.274, 5.841, -1.427], [-3.328, 3.708, -2.277], [5.012, -2.576, -0.453], [-4.207, 0.947, 1.849], [4.120, -2.477, -3.844], [-3.232, -2.370, 1.057], [-4.273, -0.338, 1.502], [-2.211, 3.379, -0.954], [4.627, -4.407, -2.065], [-3.036, -0.918, 1.031], [-1.990, 6.105, 2.774], [2.725, -6.241, -1.660]],
  "atomic_forces_ev_per_a": [[-0.1, 0.1, -0.3], [0.1, -0.1, -0.1], [0.0, 0.1, 0.3], [0.0, 0.1, -0.1], [0.4, 1.7, -1.1], [-2.1, -1.5, 0.5], [-0.2, 0.2, 0.0], [0.3, -1.7, -0.1], [0.0, -0.1, 0.1], [-0.5, -1.5, -1.9], [0.2, 0.1, 0.4], [0.0, 0.2, -0.1], [0.3, -0.2, -0.7], [-0.1, 1.2, -0.1], [-0.1, -0.7, 0.5], [0.1, 0.3, -0.2], [-0.2, -0.6, 0.6], [0.0, 0.0, -0.1], [-0.4, -0.7, -0.2], [0.0, -0.3, -0.1], [-0.3, -0.1, 0.7], [0.1, 0.0, -0.1], [0.1, 0.1, 0.3], [0.0, 0.0, 0.0], [0.0, 0.0, -0.1], [-0.1, -0.3, -0.8], [-1.3, 0.2, 1.3], [0.2, -0.2, 0.2], [0.3, 0.1, -0.2], [1.2, 0.6, -0.4], [0.7, -0.2, -0.2], [-0.6, 0.2, 0.2], [0.0, 0.0, 0.0], [-0.6, 1.5, -0.5], [0.0, 0.0, 0.0], [0.3, 0.0, -0.3], [0.1, 0.0, 0.2], [0.0, 0.1, 0.0], [-0.3, -0.1, 0.2], [0.8, -0.5, -0.6], [0.0, 0.0, 0.1], [0.4, 0.8, 0.8], [1.7, 1.6, -0.2], [0.0, 0.0, 0.0], [0.0, 0.5, -0.1], [-0.2, -0.8, 1.8], [-0.1, 0.1, 0.0], [0.1, -0.1, 0.0]]
}

{
  "formula": "C11H19FeNSi",
  "method": "the ωB97M-V functional and the def2-TZVPD basis",
  "gap_ev": [3.8905, 6.5026],
  "relative_energy_kj_mol": 0.00,
  "charge": -1,
  "energy_ev": -55464.0416,
  "lumo_energy_ev": [3.584, 3.503],
  "spin_multiplicity": 6,
  "elements": ["H", "H", "C", "Si", "H", "C", "N", "C", "H", "H", "H", "H", "H", "H", "C", "H", "C", "C", "C", "C", "C", "C", "H", "H", "H", "H", "C", "H", "H", "H", "Fe", "H", "H"],
  "coordinates": [[2.568, 1.413, -0.067], [2.809, 1.153, 4.079], [-0.074, 0.023, -2.485], [1.533, 0.535, 2.030], [1.773, -0.267, 4.395], [2.440, 0.207, 3.661], [-0.571, 0.984, -0.206], [2.855, 0.740, 0.747], [-0.017, -0.987, 3.141], [2.584, -1.640, -1.183], [-1.101, 1.842, -0.065], [1.998, 0.847, -2.107], [1.244, 2.848, 2.741], [0.407, -3.167, -1.485], [-0.567, -1.204, 1.077], [3.701, 1.206, 1.268], [1.296, 0.028, -2.028], [0.444, -1.072, 2.139], [-1.759, -1.820, 1.115], [0.607, 2.154, 2.172], [0.439, -2.103, -1.693], [-0.608, -1.299, -2.269], [-1.965, -2.491, 1.948], [0.399, 2.607, 1.189], [-0.569, 0.863, -2.962], [-1.598, -1.638, -2.577], [1.607, -1.283, -1.506], [3.223, -0.192, 0.320], [-0.336, 2.031, 2.723], [3.286, -0.470, 3.481], [0.035, -0.448, -0.544], [-2.535, -1.680, 0.356], [1.175, -1.908, 2.149]],
  "atomic_forces_ev_per_a": [[-0.1, -0.2, 0.2], [0.2, -0.2, 0.1], [1.1, -0.7, -2.7], [-1.1, -0.8, 0.8], [0.2, 0.2, -0.2], [0.3, 0.4, 0.2], [-3.3, 7.5, 1.8], [0.7, 0.3, -0.3], [0.1, -0.2, 0.1], [-0.4, 0.2, 0.1], [-0.1, 0.4, 0.0], [-0.3, 0.0, 0.1], [-0.1, 0.0, 0.0], [-0.2, 0.3, 0.2], [-1.4, -2.0, 0.7], [0.0, 0.0, 0.0], [0.6, -0.7, -2.1], [0.5, 0.3, 0.1], [0.7, 0.2, 0.9], [0.1, 0.5, 0.3], [0.7, -0.9, -1.5], [0.9, -0.3, -1.7], [-0.6, 0.1, 0.4], [0.1, -0.3, 0.5], [0.0, -0.2, 0.3], [0.3, 0.2, 0.4], [0.1, -0.5, -2.1], [0.0, 0.0, 0.0], [0.2, 0.0, -0.2], [-0.1, 0.1, 0.1], [0.9, -3.3, 3.6], [0.4, -0.3, 0.0], [-0.3, 0.2, 0.0]]
}

{
  "formula": "C11H19N3O2S",
  "method": "the ωB97M-V functional and the def2-TZVPD basis",
  "gap_ev": 9.7046,
  "relative_energy_kj_mol": 2.69,
  "energy_ev": -31116.4061,
  "lumo_energy_ev": 0.731,
  "elements": ["H", "H", "C", "S", "H", "C", "C", "C", "C", "C", "H", "C", "H", "H", "H", "H", "H", "C", "H", "H", "N", "C", "H", "N", "H", "C", "N", "O", "H", "H", "H", "H", "O", "H", "H", "C"],
  "coordinates": [[-2.308, -1.383, 1.568], [5.784, 1.037, -0.854], [-3.308, -0.880, -0.276], [2.344, -0.233, -0.101], [7.347, -1.953, 0.817], [5.627, -0.717, 0.408], [6.980, -1.301, 0.028], [5.091, 0.210, -0.689], [-2.777, -0.509, 1.106], [-0.580, 0.206, 0.679], [-4.013, -1.703, -0.156], [-3.971, 0.288, -1.009], [-7.275, 0.258, 0.100], [-6.104, -1.019, 0.408], [-3.250, 1.104, -1.090], [4.910, -1.525, 0.574], [-4.214, -0.041, -2.022], [-6.363, -0.207, -0.267], [-0.170, 2.225, 0.847], [-2.471, -1.244, -0.876], [0.218, 1.320, 0.624], [1.544, 1.268, 0.294], [-5.591, 1.676, -0.937], [2.303, 2.310, 0.247], [4.991, -0.356, -1.619], [-5.243, 0.824, -0.348], [3.555, 2.023, -0.096], [-0.194, -0.909, 0.441], [-5.014, 1.196, 0.652], [6.902, -1.881, -0.889], [-3.568, -0.129, 1.753], [-6.565, -0.626, -1.250], [-1.818, 0.552, 1.044], [7.708, -0.508, -0.129], [5.718, -0.152, 1.338], [3.776, 0.780, -0.317]],
  "atomic_forces_ev_per_a": [[-0.1, 0.2, 0.0], [-0.1, 0.0, -0.1], [0.2, 0.4, 0.1], [0.5, 0.8, 0.0], [0.1, -0.1, 0.0], [0.2, 0.0, -0.2], [-0.2, 0.0, 0.1], [0.1, -0.2, 0.2], [-0.3, -0.6, -0.1], [0.0, 0.4, 0.1], [0.0, -0.1, 0.0], [-0.1, 0.0, 0.2], [-0.1, 0.0, 0.0], [0.0, -0.1, 0.1], [0.0, 0.0, -0.1], [0.0, 0.0, 0.1], [0.0, 0.1, -0.1], [0.1, 0.2, 0.1], [0.0, -0.1, 0.0], [0.0, -0.1, 0.0], [-0.5, 0.2, 0.1], [0.7, -0.8, -0.3], [0.0, 0.1, 0.1], [-1.6, 0.5, 0.5], [0.1, 0.0, -0.1], [0.0, -0.1, -0.2], [1.5, 0.2, -0.3], [-0.1, -0.4, 0.0], [0.0, 0.1, 0.0], [0.1, -0.1, -0.1], [0.1, 0.0, 0.0], [-0.1, -0.1, -0.1], [0.1, 0.3, 0.0], [0.1, 0.0, 0.0], [-0.1, 0.0, 0.0], [-0.6, -0.6, 0.0]]
}

{
  "formula": "C11H19N3O5S",
  "method": "the ωB97M-V functional and the def2-TZVPD basis",
  "gap_ev": 9.8541,
  "relative_energy_kj_mol": 219.42,
  "energy_ev": -37258.2522,
  "lumo_energy_ev": 0.443,
  "elements": ["S", "H", "C", "H", "O", "O", "C", "H", "C", "O", "N", "C", "N", "H", "H", "H", "O", "C", "H", "H", "C", "H", "H", "C", "H", "H", "H", "C", "H", "N", "H", "C", "H", "H", "H", "C", "O", "H", "C"],
  "coordinates": [[2.420, -2.725, 2.153], [-2.159, 3.268, 2.034], [-1.652, -0.096, -3.371], [1.524, -2.760, 0.075], [-1.710, -1.202, -1.261], [1.042, 2.917, 0.208], [2.309, -0.370, 0.486], [-0.909, -0.682, -3.784], [-0.526, 1.088, 0.023], [-1.320, 0.419, 3.341], [1.565, -2.363, -0.856], [1.841, -1.038, -0.802], [-0.813, 0.923, -1.439], [2.839, 1.644, 0.282], [-1.517, 0.863, -3.864], [1.418, -2.545, -3.029], [1.920, -0.343, -1.815], [-1.604, 2.006, 0.653], [0.642, -1.239, 1.601], [1.398, -2.980, 2.957], [0.903, 1.722, 0.293], [3.421, -0.497, 0.625], [2.237, -3.898, -2.162], [-1.356, -0.183, -1.875], [-0.441, 2.560, 2.340], [-0.594, 1.617, -2.167], [-2.536, 1.502, 0.403], [-1.485, 2.394, 2.055], [-1.589, 2.979, 0.181], [2.033, 1.016, 0.447], [-2.627, -0.542, -3.606], [1.423, -3.109, -2.049], [1.723, -0.443, 2.669], [0.458, -3.568, -1.932], [-3.971, 2.014, 2.688], [-2.050, 1.261, 2.930], [-3.410, 1.386, 3.183], [-0.551, 0.101, 0.583], [1.704, -1.096, 1.801]],
  "atomic_forces_ev_per_a": [[0.2, 0.4, 0.1], [0.7, 0.0, 1.2], [-1.1, 0.2, 0.6], [-0.1, -0.9, -0.5], [1.0, 1.5, 0.0], [-0.7, 1.6, 0.1], [-0.2, -2.2, 2.4], [1.5, -1.6, -1.2], [0.9, 0.0, 1.0], [-0.8, -1.0, 0.6], [0.9, 2.5, 1.7], [1.2, 0.0, -2.3], [1.4, 1.5, 2.5], [-0.8, -0.7, 0.3], [-0.3, 0.4, 0.3], [0.1, 0.0, 1.6], [-0.4, -0.3, 0.2], [0.8, -0.7, -2.8], [0.0, -0.2, 0.0], [-0.1, -0.5, 0.3], [-1.0, -0.4, -1.6], [-1.0, 0.2, -0.7], [-1.0, 0.9, 0.3], [-2.5, -2.3, -1.7], [-0.4, 0.5, 0.1], [0.1, -0.3, 1.3], [-0.3, 0.2, 0.2], [-1.1, -0.6, 1.8], [0.1, -0.1, -1.1], [1.6, 0.5, 0.5], [0.3, 0.2, 0.2], [0.4, -1.3, -1.6], [0.5, 0.1, 0.0], [-0.4, -0.7, -0.6], [1.2, -0.2, 0.0], [-0.4, 3.0, -1.0], [0.5, -1.4, 0.6], [-0.2, 0.8, -1.3], [-0.5, 1.1, -1.4]]
}